# 1
{"formula": "C4H12N3", "method": "ωB97M-V/def2-TZVPD", "smiles": "N/C=[NH+]/CCCN", "e_above_lowest_kcal_mol": 21.9, "lumo_energy_ev": -3.12, "energy_ev": -8806.7850, "charge": 1, "homo_energy_ev": -13.6, "species": ["N", "N", "N", "C", "C", "C", "C", "H", "H", "H", "H", "H", "H", "H", "H", "H", "H", "H", "H"], "positions_angstrom": [[-0.32690, 1.83144, -0.28550], [2.60248, -0.27690, 1.28507], [0.42830, -0.63330, 0.54477], [-0.72955, -1.33543, -0.02762], [-1.21165, -0.38516, -1.16022], [-1.52995, 1.02566, -0.63612], [1.55224, -1.04917, 1.04477], [2.60612, 0.72240, 1.15218], [0.43105, 0.40199, 0.60570], [-2.08610, 1.56794, -1.39490], [-0.43665, -0.30582, -1.92702], [-2.09670, -0.82124, -1.62089], [3.48932, -0.69488, 1.50866], [0.21008, 1.92691, -1.14134], [-0.29350, -2.22890, -0.44028], [-2.16261, 0.93806, 0.24560], [1.64919, -2.06008, 1.42293], [-1.51762, -1.33871, 0.71851], [-0.57752, 2.71520, 0.10568]]}

# 2
{"formula": "C4H12N3", "method": "ωB97M-V/def2-TZVPD", "e_above_lowest_kcal_mol": 92.4, "lumo_energy_ev": -2.80, "energy_ev": -8803.7283, "charge": 1, "homo_energy_ev": -13.9, "species": ["N", "N", "N", "C", "C", "C", "C", "H", "H", "H", "H", "H", "H", "H", "H", "H", "H", "H", "H"], "positions_angstrom": [[0.55754, -0.99362, -0.36756], [-0.17655, 1.11434, -1.14896], [1.26093, -1.10814, -2.91289], [0.01831, 0.33286, 0.12863], [1.48654, -1.00658, -4.03356], [-0.48838, 2.30434, -1.03499], [-1.13948, 0.01872, 1.07560], [0.61132, -0.87394, -1.38153], [-0.13453, -1.76196, -0.06001], [1.55416, -1.22376, -5.10373], [1.56376, 4.02841, -0.99740], [1.48130, -1.17562, -0.03882], [-0.84913, -0.75133, 1.74815], [-0.80111, 2.96026, -1.87394], [-2.00239, -0.38320, 0.37301], [-1.41257, 0.87775, 1.64368], [-0.55872, 2.71253, -0.02903], [1.88901, 4.32184, -0.34809], [0.91657, 0.83166, 0.52106]]}

# 3
{"formula": "C4H12N3", "method": "ωB97M-V/def2-TZVPD", "e_above_lowest_kcal_mol": 35.6, "lumo_energy_ev": -2.85, "energy_ev": -8806.1886, "charge": 1, "homo_energy_ev": -13.9, "species": ["N", "N", "N", "C", "C", "C", "C", "H", "H", "H", "H", "H", "H", "H", "H", "H", "H", "H", "H"], "positions_angstrom": [[1.98108, 0.36674, 1.32635], [1.76012, -0.97903, -0.56838], [-0.66383, -0.01462, 1.40616], [-2.61844, 0.54128, -1.88197], [-1.21337, 0.56683, 0.17362], [-1.68492, -0.07824, -0.90220], [2.49353, -0.37742, 0.39509], [-0.70099, -1.02662, 1.40283], [-1.17269, 0.37686, 2.19869], [0.88692, -0.54236, -0.80688], [-1.33776, 1.63604, 0.28956], [2.73712, 0.71975, 1.90749], [3.55563, -0.64941, 0.40012], [-2.95338, 1.52566, -1.55350], [-2.09027, 0.63162, -2.84528], [2.28699, -1.35314, -1.33613], [-3.45750, -0.13690, -2.05777], [0.46049, 0.24131, 1.50504], [-1.30982, -1.09561, -1.08214]]}

# 4
{"formula": "C4H12N3", "method": "ωB97M-V/def2-TZVPD", "e_above_lowest_kcal_mol": 52.8, "multiplicity": 2, "lumo_energy_ev": [-7.03, -11.84], "s2": 0.755, "energy_ev": -8792.9130, "charge": 2, "homo_energy_ev": [-18.0, -18.0], "species": ["N", "N", "N", "C", "C", "C", "C", "H", "H", "H", "H", "H", "H", "H", "H", "H", "H", "H", "H"], "positions_angstrom": [[-2.14482, 0.47475, 2.24101], [2.07236, 0.01016, -0.33468], [0.80186, -0.76003, -2.52278], [-0.03737, -0.16672, -1.42153], [-1.24299, -0.11174, 1.23661], [-0.03806, 0.78203, 0.88228], [0.69835, 0.32958, -0.39815], [-1.83133, -0.39950, 0.36366], [-0.04096, 1.86371, 1.06581], [2.72077, 0.78118, -0.22115], [-1.05297, 0.13562, -1.65266], [-1.96429, 1.30073, 2.81732], [0.79284, -1.77363, -2.39634], [-0.83767, -1.07086, 1.58265], [0.63275, 0.41960, 1.68622], [0.24882, -0.56767, -3.36691], [2.23640, -0.72316, 0.34277], [-2.70952, -0.25335, 2.68871], [1.69582, -0.27070, -2.59282]]}

# 5
{"formula": "C4H12N3O", "method": "ωB97M-V/def2-TZVPD", "e_above_lowest_kcal_mol": 89.5, "lumo_energy_ev": -3.13, "energy_ev": -10851.2099, "charge": 1, "homo_energy_ev": -12.6, "species": ["O", "N", "N", "N", "C", "C", "C", "C", "H", "H", "H", "H", "H", "H", "H", "H", "H", "H", "H", "H"], "positions_angstrom": [[2.32240, -1.01758, 1.01595], [-0.40863, -0.42664, -0.22242], [0.71411, 0.21421, -0.70192], [3.32106, 0.53067, -0.43378], [2.42639, -0.55064, -0.26995], [-2.47826, -1.17702, 0.54271], [-2.16282, 1.40733, -0.20211], [-1.60883, 0.01441, 0.02857], [-1.78965, -1.58878, 1.26185], [0.64793, 1.25770, -0.74080], [3.48587, 0.90705, -1.35067], [2.59265, -0.47580, 1.73871], [-3.35609, -0.74903, 0.84884], [2.34722, -1.41933, -0.83155], [-1.64450, 1.83521, -1.14878], [-3.19942, 1.31174, -0.29616], [-1.93165, 2.16539, 0.62020], [3.53453, 1.04838, 0.46792], [-2.57443, -1.87444, -0.22631], [-0.23790, -1.41284, -0.10033]]}

# 6
{"formula": "C4H12N3O2", "method": "ωB97M-V/def2-TZVPD", "e_above_lowest_kcal_mol": 103.2, "lumo_energy_ev": -2.87, "energy_ev": -12898.6352, "charge": 1, "homo_energy_ev": -12.9, "species": ["O", "O", "N", "N", "N", "C", "C", "C", "C", "H", "H", "H", "H", "H", "H", "H", "H", "H", "H", "H", "H"], "positions_angstrom": [[1.93862, 0.64421, -0.43268], [0.01310, 1.78934, 0.20158], [-1.02942, -0.95614, -1.96177], [-1.37664, -1.06252, -0.61393], [0.89540, -1.84117, -0.26315], [-0.17798, -0.98351, 0.19762], [0.50803, 3.12571, 0.32352], [0.77312, 0.77727, -0.14400], [-0.43041, -1.09217, 1.64803], [-1.14262, -1.75273, 2.13465], [1.70605, -1.21440, -0.38116], [-0.21440, 3.56854, 0.81637], [0.64922, -2.19731, -1.14654], [0.49582, -1.03203, 2.27434], [1.45878, 3.05302, 0.80565], [-1.82670, -1.04225, -2.50016], [-2.23743, -0.59272, -0.39201], [0.56800, 3.64210, -0.71438], [-0.92205, -0.17102, 2.05196], [-0.78585, 0.03150, -2.17258], [1.13734, -2.69373, 0.26864]]}

# 7
{"formula": "C4H12N3S", "method": "ωB97M-V/def2-TZVPD", "e_above_lowest_kcal_mol": 29.4, "multiplicity": 2, "lumo_energy_ev": [5.86, 5.77], "s2": 0.750, "energy_ev": -19644.6752, "charge": -2, "homo_energy_ev": [3.9, -0.1], "species": ["S", "N", "N", "N", "C", "C", "C", "C", "H", "H", "H", "H", "H", "H", "H", "H", "H", "H", "H", "H"], "positions_angstrom": [[2.50617, 1.00347, 1.77960], [0.15782, 2.87813, 0.42865], [-0.90990, -2.58797, -1.85655], [-0.66244, -0.74757, -0.26738], [-0.56062, 1.66359, 0.03777], [0.87856, 0.14064, 1.54749], [-0.00002, -1.84953, -0.94219], [0.20799, 0.36140, 0.16571], [-1.51974, 1.64300, 0.56579], [-1.21337, -1.04315, 0.53919], [0.76780, -1.37848, -1.55011], [0.13180, 0.19923, 2.34488], [1.02454, 0.43882, -0.55774], [-1.83724, -2.64098, -1.43604], [-0.83390, 1.77611, -1.01877], [0.43804, -2.62602, -0.31552], [1.14968, 2.73673, 0.30635], [1.23923, -0.89328, 1.54709], [-0.99472, -2.09322, -2.73854], [0.03029, 3.01907, 1.42034]]}

# 8
{"formula": "C4H12N4", "method": "ωB97M-V/def2-TZVPD", "e_above_lowest_kcal_mol": 66.1, "lumo_energy_ev": 0.67, "energy_ev": -10300.4069, "homo_energy_ev": -8.0, "species": ["N", "N", "N", "N", "C", "C", "C", "C", "H", "H", "H", "H", "H", "H", "H", "H", "H", "H", "H", "H"], "positions_angstrom": [[-0.35393, -0.18997, -0.30217], [-0.06041, 0.86149, 2.56258], [-0.82965, -2.48305, 0.03188], [0.43179, -1.91135, -2.01340], [-1.16907, 0.68902, -1.14817], [0.86273, 0.42992, 0.24450], [-0.20969, -1.84381, -0.79419], [0.58669, 1.42136, 1.38688], [-1.48155, 1.58672, -0.61095], [-2.05550, 0.13983, -1.46267], [-0.94013, -0.89636, 0.44383], [1.48745, -0.38270, 0.62688], [0.77152, -2.83931, -2.22271], [1.41057, 0.92837, -0.56465], [0.48318, 0.09905, 2.95223], [1.54344, 1.85281, 1.69291], [-0.60351, 0.98110, -2.03617], [-0.02236, 2.25371, 1.02545], [1.12678, -1.18927, -2.15372], [-0.97834, 0.49245, 2.34165]]}

# 9
{"formula": "C4H12N4", "method": "ωB97M-V/def2-TZVPD", "smiles": "C/N=C\\N.C/N=C\\N", "e_above_lowest_kcal_mol": 30.1, "lumo_energy_ev": 0.94, "energy_ev": -10301.9683, "homo_energy_ev": -9.0, "species": ["N", "N", "N", "N", "C", "C", "C", "C", "H", "H", "H", "H", "H", "H", "H", "H", "H", "H", "H", "H"], "positions_angstrom": [[-0.59546, -0.77651, 1.70334], [-0.02964, 1.45129, 2.20092], [-1.41059, -0.45065, -2.59338], [0.24378, 0.96285, -1.51323], [1.21137, -0.08988, -1.73291], [-0.90044, 0.48211, 1.75227], [-0.94014, 0.71725, -1.97544], [0.73904, -1.16713, 2.11280], [-1.92707, 0.68651, 1.43683], [1.22964, -0.44284, -2.79781], [0.95203, -2.24071, 2.04175], [0.94611, -1.00962, 3.22647], [-0.31288, 2.36187, 1.90406], [-0.91334, -1.27972, -2.33045], [2.24959, 0.29027, -1.47185], [0.99156, 1.27611, 2.09992], [1.60413, -0.76326, 1.52591], [-1.68626, 1.53653, -1.94789], [0.98134, -0.95380, -1.07458], [-2.43277, -0.59068, -2.56672]]}

# 10
{"formula": "C4H12N4", "method": "ωB97M-V/def2-TZVPD", "smiles": "N=C(N)N.C=NCC", "e_above_lowest_kcal_mol": 59.2, "lumo_energy_ev": 0.88, "energy_ev": -10300.7058, "homo_energy_ev": -8.5, "species": ["N", "N", "N", "N", "C", "C", "C", "C", "H", "H", "H", "H", "H", "H", "H", "H", "H", "H", "H", "H"], "positions_angstrom": [[0.84239, -0.37104, -0.04056], [-1.54946, -0.97385, -1.05190], [-1.91963, 0.32698, 0.85213], [-1.05154, -1.88465, 1.06503], [0.50912, 2.13287, -0.72120], [1.80211, -1.17207, -0.20356], [1.13039, 1.22136, 0.31154], [-1.29252, -0.71121, 0.31190], [-0.46676, -2.52058, 0.53920], [0.81678, 1.44111, 1.32904], [-1.91815, 0.28120, 1.86929], [0.89119, 3.14484, -0.57419], [-1.41889, -1.85767, 2.00281], [2.83670, -0.85116, -0.33401], [-2.41536, -0.55337, -1.36002], [1.58742, -2.23327, -0.26233], [0.74914, 1.81496, -1.73508], [-0.57340, 2.14151, -0.62940], [-0.78243, -0.63562, -1.61818], [2.22291, 1.25968, 0.24949]]}

Please write out number 7 again, unchanged.
{"formula": "C4H12N3S", "method": "ωB97M-V/def2-TZVPD", "e_above_lowest_kcal_mol": 29.4, "multiplicity": 2, "lumo_energy_ev": [5.86, 5.77], "s2": 0.750, "energy_ev": -19644.6752, "charge": -2, "homo_energy_ev": [3.9, -0.1], "species": ["S", "N", "N", "N", "C", "C", "C", "C", "H", "H", "H", "H", "H", "H", "H", "H", "H", "H", "H", "H"], "positions_angstrom": [[2.50617, 1.00347, 1.77960], [0.15782, 2.87813, 0.42865], [-0.90990, -2.58797, -1.85655], [-0.66244, -0.74757, -0.26738], [-0.56062, 1.66359, 0.03777], [0.87856, 0.14064, 1.54749], [-0.00002, -1.84953, -0.94219], [0.20799, 0.36140, 0.16571], [-1.51974, 1.64300, 0.56579], [-1.21337, -1.04315, 0.53919], [0.76780, -1.37848, -1.55011], [0.13180, 0.19923, 2.34488], [1.02454, 0.43882, -0.55774], [-1.83724, -2.64098, -1.43604], [-0.83390, 1.77611, -1.01877], [0.43804, -2.62602, -0.31552], [1.14968, 2.73673, 0.30635], [1.23923, -0.89328, 1.54709], [-0.99472, -2.09322, -2.73854], [0.03029, 3.01907, 1.42034]]}